Entry from OMol25: a structure of composition C3H6Cl2O2 at a distorted geometry (the ωB97M-V functional and the def2-TZVPD basis).

LUMO level ... -0.4 eV
Multiplicity ... 1
Net charge ... 0
Energy above the lowest of the compared OMol25 structures with the same formula, charge and spin ... 1.7980 eV
E_HOMO ... -10.5 eV

Last column: Löwdin charge in e.
Positions of all 13 atoms, in Å:
H: -0.33 -1.78 0.93  -0.081
C: 1.08 0.08 -0.84  -0.120
H: -1.51 0.69 1.36  0.089
H: 1.48 1.10 -1.08  0.092
C: -1.03 0.46 0.49  -0.328
H: 1.92 -0.70 -0.94  0.135
O: -1.45 1.24 -0.46  0.054
C: 0.48 -0.09 0.49  -0.908
Cl: 1.35 1.07 1.59  0.676
O: 0.57 -1.39 1.06  -0.122
Cl: -2.00 -1.61 0.12  0.263
H: 0.23 -0.30 -1.53  0.119
H: -0.77 1.22 -1.19  0.131

Entry from OMol25: an isolated molecule of C3H6Cl2O3 at a distorted geometry (the ωB97M-V functional and the def2-TZVPD basis).

LUMO level ... 0.6 eV
Multiplicity ... 1
Net charge ... 0
SMILES ... O[C@H](CCl)C(O)(O)Cl
Energy above the lowest of the compared OMol25 structures with the same formula, charge and spin ... 0.2491 eV
E_HOMO ... -9.6 eV

Last column: Löwdin charge in e.
Positions of all 14 atoms, in Å:
H: -1.75 -1.73 -1.55  0.124
Cl: -0.52 -1.84 1.12  0.638
C: 0.99 0.97 0.98  -0.539
O: -0.88 -1.31 -1.43  -0.005
H: -1.93 0.59 0.77  0.034
H: 1.46 -0.91 -1.57  0.108
H: 1.11 0.18 1.72  0.056
O: 1.72 -0.44 -0.76  -0.008
H: 0.40 1.12 -1.12  0.140
C: -0.86 -0.65 -0.24  -0.880
Cl: -0.33 2.03 1.53  0.642
O: -1.99 0.03 -0.01  -0.022
H: 1.89 1.58 0.93  0.085
C: 0.69 0.37 -0.37  -0.373

Entry from OMol25: an isolated molecule of C3H6Cl2S at a distorted geometry (the ωB97M-V functional and the def2-TZVPD basis).

LUMO level ... 0.8 eV
Multiplicity ... 1
Net charge ... 0
SMILES ... SCCC(Cl)Cl
Energy above the lowest of the compared OMol25 structures with the same formula, charge and spin ... 0.1415 eV
E_HOMO ... -9.4 eV

Last column: Löwdin charge in e.
Positions of all 12 atoms, in Å:
C: -0.44 0.57 -0.44  -0.391
C: -0.71 -0.98 -0.51  -1.068
Cl: -2.13 -1.10 -1.57  0.564
C: 0.71 0.94 0.50  -0.609
Cl: -1.26 -1.62 1.13  0.511
H: 0.26 -1.45 -0.83  0.055
H: 1.03 2.00 0.23  0.089
S: 2.16 -0.11 0.38  0.721
H: 0.38 0.89 1.56  0.069
H: -0.17 0.90 -1.47  0.112
H: -1.43 1.01 -0.08  0.115
H: 1.61 -1.03 1.12  -0.168

Entry from OMol25: a cluster of 2 separate species, C3H6Cl2Si in total at a distorted geometry (the ωB97M-V functional and the def2-TZVPD basis).

LUMO level ... -1.9 eV
Multiplicity ... 1
Net charge ... 0
Energy above the lowest of the compared OMol25 structures with the same formula, charge and spin ... 3.9929 eV
E_HOMO ... -8.3 eV

Last column: Löwdin charge in e.
Positions of all 12 atoms, in Å:
H: 1.36 0.00 2.20  0.091
H: -1.44 -1.37 -1.60  -0.019
H: 1.96 -0.98 -0.58  -0.026
Cl: -1.35 -2.26 2.20  0.439
Si: -0.61 -1.08 0.81  0.446
H: -1.92 0.13 -0.90  -0.015
C: -1.78 -0.85 -0.70  -0.202
H: 2.89 0.23 0.57  0.098
C: 2.00 -0.38 0.25  -0.050
Cl: 0.58 -3.05 -1.79  -0.453
C: 1.10 -0.46 1.18  -0.313
H: -2.70 -1.29 -0.62  0.003

Entry from OMol25: a cluster of 3 separate species, C3H6ClFO2S in total at a distorted geometry (the ωB97M-V functional and the def2-TZVPD basis).

LUMO level (spin up / spin down) ... -1.9 / -6.1 eV
Multiplicity ... 3
Net charge ... 0
E_HOMO (spin up / spin down) ... -4.6 / -8.6 eV

Last column: Löwdin spin population.
Positions of all 14 atoms, in Å:
H: 2.32 -0.41 1.88  0.013
F: 0.49 -0.57 0.04  0.121
H: 1.81 1.32 1.33  0.017
H: 3.34 0.11 -1.47  0.021
O: -3.56 -2.17 -0.90  0.255
C: 2.29 -0.26 -1.37  0.519
S: -3.25 -1.58 0.35  0.433
H: -4.11 1.20 0.03  0.002
C: 2.43 0.41 1.08  0.039
H: 1.60 -0.71 -2.03  0.025
O: -3.98 -0.41 0.66  0.210
H: 3.48 0.75 0.67  -0.001
Cl: -4.58 2.51 -0.12  0.009
C: 1.72 -0.18 -0.15  0.338

Entry from OMol25: a structure of composition C3H6ClIS at a distorted geometry (the ωB97M-V functional and the def2-TZVPD basis).

LUMO level ... 0.3 eV
Multiplicity ... 1
Net charge ... 0
Energy above the lowest of the compared OMol25 structures with the same formula, charge and spin ... 1.1241 eV
E_HOMO ... -9.1 eV

Last column: Löwdin charge in e.
Positions of all 12 atoms, in Å:
Cl: -2.05 1.52 -0.11  0.563
C: -1.27 -0.02 -0.53  -0.762
H: 0.57 1.50 0.94  -0.014
S: 0.57 -0.74 1.90  0.658
C: 1.04 0.60 0.81  -0.468
H: 0.24 0.98 -1.53  0.016
H: 1.05 -1.87 1.25  -0.147
H: -2.10 -0.44 -1.12  0.065
I: 0.87 -1.71 -1.71  0.875
H: -1.24 -0.62 0.31  -0.045
H: 2.15 0.68 0.75  0.053
C: 0.18 0.11 -0.96  -0.791

net charge of number 4 (C3H6Cl2Si)?
0

Number 3 is which compound?
C3H6Cl2S